(1)
A single C17H21N3O4 molecule, computed with ωB97M-V/def2-TZVPD.

Last columns: bonded neighbours and bond lengths (Å).
Positions of all 45 atoms, in Å:
1 C -1.074 1.150 4.407  C2 1.522, H43 1.087, H44 1.086, H45 1.086
2 C -0.301 1.293 3.104  C1 1.522, H3 1.096, H4 1.094, O5 1.418
3 H -0.186 2.353 2.851  C2 1.096
4 H 0.693 0.845 3.195  C2 1.094
5 O -1.054 0.626 2.104  C2 1.418, C6 1.357
6 C -0.600 0.448 0.838  O5 1.357, C7 1.395, C11 1.403
7 C -1.479 -0.282 0.037  C6 1.395, C8 1.381, H42 1.078
8 C -1.177 -0.555 -1.283  C7 1.381, C9 1.389, C29 1.481
9 C 0.013 -0.095 -1.831  C8 1.389, C10 1.386, H28 1.077
10 C 0.915 0.607 -1.048  C9 1.386, C11 1.412, O20 1.362
11 C 0.609 0.910 0.297  C6 1.403, C10 1.412, O12 1.378
12 O 1.486 1.602 1.104  C11 1.378, C13 1.422
13 C 2.002 2.844 0.642  O12 1.422, C14 1.524, H18 1.094, H19 1.094
14 C 0.918 3.809 0.178  C13 1.524, H15 1.088, H16 1.087, H17 1.088
15 H 0.185 3.972 0.966  C14 1.088
16 H 1.369 4.762 -0.084  C14 1.087
17 H 0.403 3.412 -0.695  C14 1.088
18 H 2.729 2.682 -0.160  C13 1.094
19 H 2.522 3.244 1.517  C13 1.094
20 O 2.122 1.045 -1.504  C10 1.362, C21 1.415
21 C 2.473 0.816 -2.855  O20 1.415, C22 1.521, H26 1.098, H27 1.098
22 C 3.835 1.453 -3.086  C21 1.521, H23 1.087, H24 1.086, H25 1.087
23 H 4.565 1.024 -2.405  C22 1.087
24 H 4.155 1.277 -4.109  C22 1.086
25 H 3.783 2.524 -2.910  C22 1.087
26 H 1.726 1.266 -3.523  C21 1.098
27 H 2.521 -0.263 -3.053  C21 1.098
28 H 0.222 -0.319 -2.864  C9 1.077
29 C -2.142 -1.257 -2.159  C8 1.481, O30 1.211, N31 1.383
30 O -2.472 -0.858 -3.254  C29 1.211
31 N -2.732 -2.398 -1.647  C29 1.383, C32 1.378, H41 1.014
32 C -2.285 -3.225 -0.640  N31 1.378, N33 1.329, C37 1.405
33 N -1.050 -3.072 -0.173  C32 1.329, C34 1.323
34 C -0.664 -3.875 0.804  N33 1.323, C35 1.386, H40 1.081
35 C -1.504 -4.846 1.328  C34 1.386, N36 1.328, H39 1.080
36 N -2.723 -5.033 0.835  C35 1.328, C37 1.315
37 C -3.115 -4.244 -0.142  C32 1.405, N36 1.315, H38 1.082
38 H -4.106 -4.419 -0.540  C37 1.082
39 H -1.209 -5.495 2.139  C35 1.080
40 H 0.346 -3.728 1.159  C34 1.081
41 H -3.518 -2.739 -2.190  N31 1.014
42 H -2.408 -0.601 0.482  C7 1.078
43 H -2.064 1.588 4.303  C1 1.087
44 H -0.543 1.655 5.208  C1 1.086
45 H -1.187 0.099 4.660  C1 1.086

Summary:
Orbital gap, eV: 8.70
HOMO level, Eh: -0.3038
Relative energy (zero: lowest compared OMol25 entry of this formula, charge and spin), kcal/mol: 81.1
Electronic energy, eV: -30629.2262
SMILES: CCOc1cc(C(=O)Nc2cnccn2)cc(OCC)c1OCC

Results of the Mulliken charge analysis, in e, for atoms 1 through 8: number 1, C, carries -1.4834; number 2, C, carries 0.0856; number 3, H, carries 0.0918; number 4, H, carries 0.3112; number 5, O, carries -0.4083; number 6, C, carries 0.2306; number 7, C, carries -0.8142; number 8, C, carries 0.0618

(2)
A single C17H21N3O4S molecule at a distorted geometry, computed with ωB97M-V/def2-TZVPD.

Last columns: bonded neighbours and bond lengths (Å).
Positions of all 46 atoms, in Å:
1 C 5.979 0.995 -1.122  H2 1.089, O3 1.409, H45 1.094, H46 1.094
2 H 6.588 1.879 -1.303  C1 1.089
3 O 4.769 1.473 -0.580  C1 1.409, C4 1.355
4 C 3.806 0.581 -0.239  O3 1.355, C5 1.393, C9 1.401
5 C 3.908 -0.799 -0.400  C4 1.393, C6 1.386, H44 1.078
6 C 2.857 -1.615 -0.013  C5 1.386, C7 1.378, H43 1.079
7 C 1.719 -1.059 0.530  C6 1.378, C8 1.384, S12 1.783
8 C 1.602 0.310 0.696  C7 1.384, C9 1.377, H11 1.078
9 C 2.641 1.128 0.312  C4 1.401, C8 1.377, H10 1.078
10 H 2.587 2.199 0.425  C9 1.078
11 H 0.693 0.699 1.126  C8 1.078
12 S 0.347 -2.086 1.023  C7 1.783, O13 1.433, O14 1.439, N15 1.700
13 O -0.091 -1.701 2.332  S12 1.433
14 O 0.708 -3.463 0.812  S12 1.439
15 N -0.815 -1.583 -0.111  S12 1.700, C16 1.452, C23 1.458
16 C -0.981 -2.521 -1.206  N15 1.452, C17 1.532, H41 1.094, H42 1.088
17 C -2.018 -3.528 -0.699  C16 1.532, H18 1.089, H19 1.088, C20 1.536
18 H -1.506 -4.284 -0.104  C17 1.089
19 H -2.552 -4.011 -1.513  C17 1.088
20 C -2.938 -2.676 0.188  C17 1.536, H21 1.090, H22 1.088, C23 1.542
21 H -3.871 -2.445 -0.327  C20 1.090
22 H -3.165 -3.173 1.128  C20 1.088
23 C -2.152 -1.372 0.432  N15 1.458, C20 1.542, C24 1.526, H40 1.091
24 C -2.756 -0.209 -0.349  C23 1.526, O25 1.207, N26 1.382
25 O -3.510 -0.339 -1.282  C24 1.207
26 N -2.340 1.038 0.079  C24 1.382, C27 1.385, N30 1.351
27 C -2.675 2.269 -0.459  N26 1.385, C28 1.365, C36 1.479
28 C -2.062 3.204 0.325  C27 1.365, C29 1.421, H35 1.071
29 C -1.370 2.475 1.329  C28 1.421, N30 1.309, C31 1.484
30 N -1.547 1.189 1.163  N26 1.351, C29 1.309
31 C -0.545 3.017 2.437  C29 1.484, H32 1.089, H33 1.086, H34 1.089
32 H 0.318 3.549 2.038  C31 1.089
33 H -0.204 2.202 3.070  C31 1.086
34 H -1.129 3.718 3.030  C31 1.089
35 H -2.098 4.268 0.214  C28 1.071
36 C -3.535 2.434 -1.651  C27 1.479, H37 1.089, H38 1.089, H39 1.087
37 H -3.109 1.911 -2.506  C36 1.089
38 H -4.520 2.006 -1.473  C36 1.089
39 H -3.635 3.491 -1.885  C36 1.087
40 H -2.046 -1.098 1.482  C23 1.091
41 H -1.353 -1.973 -2.077  C16 1.094
42 H -0.020 -2.974 -1.438  C16 1.088
43 H 2.914 -2.686 -0.122  C6 1.079
44 H 4.794 -1.247 -0.820  C5 1.078
45 H 5.815 0.469 -2.068  C1 1.094
46 H 6.499 0.335 -0.422  C1 1.094

Summary:
Orbital gap, eV: 9.55
HOMO level, Eh: -0.3255
Relative energy (zero: lowest compared OMol25 entry of this formula, charge and spin), kcal/mol: 67.7
Electronic energy, eV: -41464.7468
SMILES: COc1ccc(S(=O)(=O)N2CCC[C@@H]2C(=O)n2nc(C)cc2C)cc1

Results of the Mulliken charge analysis, in e, for atoms 1 through 8: number 1, C, carries -0.8591; number 2, H, carries 0.2451; number 3, O, carries -0.4231; number 4, C, carries 0.8427; number 5, C, carries -0.5499; number 6, C, carries -0.4845; number 7, C, carries -0.5193; number 8, C, carries -0.0747

(3)
A single C17H21N3OS molecule, computed with ωB97M-V/def2-TZVPD.

Last columns: bonded neighbours and bond lengths (Å).
Positions of all 43 atoms, in Å:
1 C 0.683 0.618 5.038  C2 1.499, H41 1.090, H42 1.087, H43 1.089
2 C 1.187 -0.057 3.798  C1 1.499, C3 1.392, C7 1.386
3 C 2.555 -0.199 3.581  C2 1.392, C4 1.378, H40 1.081
4 C 3.032 -0.826 2.451  C3 1.378, C5 1.393, H39 1.079
5 C 2.147 -1.326 1.498  C4 1.393, C6 1.386, S10 1.769
6 C 0.783 -1.181 1.696  C5 1.386, C7 1.385, H9 1.078
7 C 0.317 -0.555 2.841  C2 1.386, C6 1.385, H8 1.081
8 H -0.750 -0.455 2.983  C7 1.081
9 H 0.078 -1.527 0.959  C6 1.078
10 S 2.881 -2.110 0.093  C5 1.769, C11 1.830
11 C 1.506 -2.958 -0.765  S10 1.830, C12 1.496, H37 1.089, H38 1.089
12 C 0.874 -2.094 -1.810  C11 1.496, C13 1.363, N18 1.350
13 C 0.790 -2.499 -3.108  C12 1.363, C14 1.431, H36 1.077
14 C 0.176 -1.650 -4.083  C13 1.431, O15 1.214, N16 1.408
15 O 0.004 -1.862 -5.266  C14 1.214
16 N -0.267 -0.427 -3.543  C14 1.408, C17 1.360, H35 1.011
17 C -0.125 -0.079 -2.236  N16 1.360, N18 1.310, N19 1.350
18 N 0.411 -0.904 -1.371  C12 1.350, C17 1.310
19 N -0.485 1.153 -1.818  C17 1.350, C20 1.446, C26 1.451
20 C -1.393 2.033 -2.521  N19 1.446, H21 1.090, C22 1.532, H34 1.096
21 H -1.392 1.839 -3.594  C20 1.090
22 C -2.808 1.889 -1.951  C20 1.532, C23 1.527, H32 1.091, H33 1.092
23 C -2.795 2.197 -0.455  C22 1.527, C24 1.527, H30 1.091, H31 1.093
24 C -1.771 1.313 0.254  C23 1.527, H25 1.090, C26 1.528, H29 1.091
25 H -1.700 1.582 1.308  C24 1.090
26 C -0.402 1.469 -0.404  N19 1.451, C24 1.528, H27 1.089, H28 1.094
27 H 0.329 0.804 0.054  C26 1.089
28 H -0.058 2.504 -0.313  C26 1.094
29 H -2.077 0.267 0.187  C24 1.091
30 H -3.789 2.038 -0.033  C23 1.091
31 H -2.532 3.247 -0.306  C23 1.093
32 H -3.484 2.567 -2.474  C22 1.091
33 H -3.156 0.867 -2.113  C22 1.092
34 H -1.040 3.059 -2.369  C20 1.096
35 H -0.671 0.205 -4.221  N16 1.011
36 H 1.171 -3.450 -3.440  C13 1.077
37 H 1.955 -3.840 -1.220  C11 1.089
38 H 0.791 -3.267 -0.004  C11 1.089
39 H 4.094 -0.940 2.291  C4 1.079
40 H 3.252 0.183 4.313  C3 1.081
41 H 1.001 0.070 5.924  C1 1.090
42 H -0.403 0.675 5.037  C1 1.087
43 H 1.085 1.628 5.112  C1 1.089

Summary:
Orbital gap, eV: 8.56
HOMO level, Eh: -0.2906
Relative energy (zero: lowest compared OMol25 entry of this formula, charge and spin), kcal/mol: 0.6
Electronic energy, eV: -35324.2376
SMILES: Cc1ccc(SCc2cc(=O)[nH]c(N3CCCCC3)n2)cc1

Results of the Mulliken charge analysis, in e, for atoms 1 through 8: number 1, C, carries -1.5002; number 2, C, carries 0.6731; number 3, C, carries -0.5366; number 4, C, carries -0.8038; number 5, C, carries 1.0458; number 6, C, carries -0.4600; number 7, C, carries -0.6429; number 8, H, carries 0.3204

Q: Which formula does entry 2 have?
A: C17H21N3O4S